(1)
Density functional theory data (wB97M-V/def2-TZVPD) for a single C16H16N2O3 molecule.

```
37
Properties=species:S:1:pos:R:3:mulliken_charge:R:1
C -4.1749 -2.2736 0.4727 -1.38
C -3.0643 -1.2582 0.6365 0.76
O -2.2134 -1.3330 1.4922 -0.59
N -3.1298 -0.2581 -0.2929 -0.17
C -2.2126 0.7858 -0.4653 0.54
C -2.0597 1.3508 -1.7300 -0.67
C -1.1167 2.3392 -1.9280 -0.77
C -0.3106 2.7771 -0.8906 -0.81
C -0.4856 2.2372 0.3766 0.08
O 0.2401 2.6046 1.4861 -0.55
C 1.5939 2.9453 1.2856 -0.70
C 2.3982 1.8100 0.6274 0.74
O 3.3833 2.0378 -0.0387 -0.65
N 1.8715 0.5939 0.8982 -0.07
C 2.2104 -0.6581 0.3717 0.47
C 3.3830 -0.8780 -0.3421 -0.38
C 3.6552 -2.1420 -0.8342 -0.58
C 2.7737 -3.1878 -0.6208 -0.41
C 1.6045 -2.9650 0.0886 -0.70
C 1.3185 -1.7077 0.5843 -0.39
C -1.4447 1.2517 0.5896 0.38
H -4.0699 -2.7907 -0.4792 0.36
H -4.1162 -2.9998 1.2779 0.34
H -5.1446 -1.7815 0.5004 0.36
H -3.8011 -0.3671 -1.0401 0.24
H -2.6664 1.0037 -2.5537 0.34
H -0.9928 2.7690 -2.9103 0.39
H 0.4386 3.5287 -1.0784 0.36
H 1.7206 3.8563 0.6908 0.34
H 1.9986 3.1328 2.2850 0.37
H 1.0410 0.5857 1.4792 0.18
H 4.0660 -0.0621 -0.5099 0.48
H 4.5674 -2.3090 -1.3876 0.37
H 2.9951 -4.1721 -1.0057 0.38
H 0.9089 -3.7737 0.2577 0.40
H 0.4002 -1.5356 1.1284 0.38
H -1.5652 0.8435 1.5787 0.55
```

Total charge: 0
Energy relative to the best compared isomer or geometry (same formula, charge and spin): 10.94 kcal per mole
E_HOMO: -8.37 eV
SMILES: CC(=O)Nc1cccc(OCC(=O)Nc2ccccc2)c1
Multiplicity: 1

---

(2)
Density functional theory data (wB97M-V/def2-TZVPD) for 2 unconnected molecules or ions with the total composition C4H6N2S2 in a non-equilibrium geometry.

```
14
Properties=species:S:1:pos:R:3:mulliken_charge:R:1
C -0.6973 -1.5732 0.0051 -0.39
C 0.4851 -1.1759 -0.6220 -0.21
C 0.5269 1.7951 -0.8704 0.16
C -0.7366 -0.9025 1.4061 -0.23
N 0.5509 -0.1385 1.2628 -0.01
N 1.1624 -0.2652 0.1284 -0.54
S -0.2295 2.5732 0.3097 -0.30
S 0.7054 1.9597 -2.5889 -0.12
H -1.2530 -2.5479 -0.1560 0.31
H 0.8652 -1.6115 -1.5071 0.48
H -1.7106 -0.3970 1.7267 0.24
H -0.4221 -1.7678 2.1168 0.22
H 0.5720 0.8169 1.4431 0.23
H 0.1811 3.2348 -2.6543 0.15
```

Total charge: 0
Energy relative to the best compared isomer or geometry (same formula, charge and spin): 122.64 kcal per mole
E_HOMO (spin up / spin down): -7.14 / -7.43 eV
Multiplicity: 1

---

(3)
Density functional theory data (wB97M-V/def2-TZVPD) for a molecular structure, C30H21ClN6O6W.

```
65
Properties=species:S:1:pos:R:3:lowdin_spin:R:1
W 0.2886 0.1872 -0.2572 0.80
O 2.4410 -2.9111 -2.1740 0.06
C 1.8570 -1.9162 -1.8387 0.02
N 1.1773 -1.7216 -0.6251 0.15
C 1.2753 -2.5992 0.4071 0.16
C 1.8452 -3.8957 0.3479 0.02
C 1.9258 -4.6364 1.4886 0.11
C 1.4669 -4.1243 2.7301 0.14
C 0.8794 -2.8913 2.8257 0.00
C 0.7380 -2.1073 1.6663 0.16
N 0.1199 -0.8858 1.5846 0.14
C -0.8276 -0.4945 2.6020 0.02
O -1.0326 -1.0942 3.6196 0.04
C -1.5693 0.7207 2.1890 0.00
C -2.5002 1.4241 2.8427 0.00
C -3.0317 2.7100 2.3614 0.00
C -2.6284 3.4704 1.3274 0.00
C -1.5640 3.1588 0.2782 0.00
N -1.0680 1.2082 0.9818 0.00
C 1.8170 -0.7134 -2.7258 0.01
C 2.4232 -0.7297 -3.9628 0.00
C 2.3601 0.4191 -4.7414 0.01
C 1.6942 1.5300 -4.2494 0.00
C 1.0993 1.4695 -3.0009 0.01
N 1.1592 0.3589 -2.2543 0.00
H 2.2110 -4.2800 -0.5866 0.00
H 2.3573 -5.6273 1.4526 0.00
H 1.5820 -4.7244 3.6228 0.01
H 0.5315 -2.5250 3.7740 0.00
H -2.8653 1.0406 3.7877 0.00
H -3.8348 3.1115 2.9663 0.00
H -3.1524 4.4076 1.1852 0.00
H -1.4418 3.9400 -0.4675 0.00
H 2.9261 -1.6301 -4.2861 0.00
H 2.8247 0.4447 -5.7177 0.00
H 1.6251 2.4445 -4.8208 0.00
H 0.5563 2.3019 -2.5798 0.00
O 4.3088 1.4897 0.4849 0.00
C 3.0219 1.3335 0.4030 0.00
O 2.4967 0.2424 0.0926 0.01
C 2.1242 2.4065 0.7741 -0.01
C 2.4243 3.2442 1.7886 0.05
C 1.3074 3.7138 2.5595 0.00
C 0.0552 3.3205 2.2756 0.03
C -0.2827 2.6236 1.0103 0.02
N 0.8674 2.1406 0.2998 0.01
C -1.8607 1.7317 -0.1848 0.01
O -3.1211 1.2277 -0.2550 0.00
O -1.0482 1.2838 -1.2198 0.00
H 4.7731 0.6515 0.3204 0.00
H 3.4435 3.4009 2.1062 0.00
H 1.4893 4.3214 3.4356 0.00
H -0.7510 3.6058 2.9298 0.00
H -3.7169 1.8366 -0.7103 0.00
Cl -2.9333 -2.1290 -4.3591 0.00
C -2.7078 -2.0832 -2.6576 0.00
C -3.5351 -2.7950 -1.8013 0.00
C -3.2904 -2.7053 -0.4448 0.00
C -2.2390 -1.9289 0.0094 0.00
N -1.4440 -1.2421 -0.8187 0.01
C -1.6885 -1.3128 -2.1356 0.01
H -4.3443 -3.3950 -2.1946 0.00
H -3.9068 -3.2327 0.2689 0.00
H -2.0360 -1.8688 1.0661 0.00
H -1.0713 -0.7216 -2.7958 0.00
```

Total charge: +2
Energy relative to the best compared isomer or geometry (same formula, charge and spin): 54.82 kcal per mole
E_HOMO (spin up / spin down): -13.47 / -13.57 eV
Multiplicity: 3

---

(4)
Density functional theory data (wB97M-V/def2-TZVPD) for a molecular structure, C22H28F30K2N5O26S10 in a non-equilibrium geometry.

```
123
Properties=species:S:1:pos:R:3:mulliken_charge:R:1
K -2.4025 0.5381 -4.7530 0.84
K 0.1948 0.3083 -1.0594 1.10
C -1.0797 3.5738 -1.5036 0.44
F -0.2986 3.3177 -2.5252 -0.14
F -0.6441 2.9950 -0.3724 0.28
F -1.2928 4.8990 -1.3239 -0.17
S -2.7984 2.8222 -1.8753 0.65
O -3.7816 3.4068 -0.9923 -0.49
O -2.9448 3.1268 -3.2703 -0.75
N -2.4826 1.0869 -1.6974 0.00
S -3.6648 0.5651 -0.9070 0.71
O -3.8173 0.9803 0.4864 -0.55
O -4.9110 0.5515 -1.6773 -0.71
C -3.2224 -1.3068 -0.7760 0.54
F -2.0481 -1.4611 -0.0938 -0.12
F -4.2064 -1.9161 -0.0809 -0.22
F -3.1737 -1.9716 -1.9643 -0.20
C 3.5621 2.6140 -0.7575 0.52
F 4.3437 1.9227 -1.5439 -0.22
F 4.0918 3.8153 -0.6114 -0.24
F 2.3799 2.7509 -1.3324 -0.10
S 3.3269 1.7893 0.9552 0.67
O 4.6915 1.4394 1.4461 -0.63
O 2.5954 2.8449 1.6178 -0.52
N 2.2904 0.4686 0.6409 -0.23
S 2.6489 -0.4544 1.8011 0.72
O 3.7862 -1.3548 1.5870 -0.60
O 2.4853 0.1482 3.1199 -0.60
C 1.1068 -1.6279 1.6741 0.44
F 1.2570 -2.6458 2.5183 -0.19
F -0.0777 -0.9081 1.9210 -0.13
F 1.1311 -2.1705 0.4937 -0.14
C -1.1051 1.7229 3.8658 0.25
F -0.2182 0.7552 3.6372 -0.14
F -0.5478 2.8607 3.3486 -0.09
F -2.2419 1.3893 3.2440 -0.12
S -1.4443 2.1738 5.7492 1.09
O -1.9527 3.5465 5.7326 -0.65
O -2.3068 1.1443 6.2995 -0.66
N 0.1256 2.1817 6.3979 -0.22
S -0.1014 2.1157 7.8900 0.90
O -1.0928 3.1097 8.4084 -0.67
O -0.3272 0.8188 8.5714 -0.69
C 1.7346 2.6743 8.4360 0.59
F 1.7079 2.7829 9.7021 -0.20
F 2.5277 1.7089 8.0492 -0.21
F 1.9863 3.8901 7.8022 -0.24
C 0.4115 -2.4607 -4.8385 0.56
F -0.0234 -2.6367 -6.0998 -0.23
F -0.6492 -2.2250 -4.0739 -0.22
F 1.0362 -3.5731 -4.3775 -0.17
S 1.5560 -0.8448 -4.5868 0.24
O 1.7880 -0.7220 -3.1876 -0.11
O 2.7384 -0.9796 -5.4289 -0.55
N 0.4335 0.3674 -5.0529 -0.05
S 1.3882 1.5593 -5.5469 0.76
O 2.2472 2.1597 -4.5233 -0.53
O 2.0031 1.2859 -6.8627 -0.64
C 0.0030 2.9134 -5.8984 0.45
F 0.4907 4.1320 -6.1165 -0.23
F -0.6750 2.5366 -6.9539 -0.25
F -0.8688 3.0546 -4.8979 -0.08
C -5.2052 -9.1871 -1.5614 0.56
F -6.4648 -9.4984 -1.2825 -0.21
F -4.4198 -10.0130 -0.8629 -0.24
F -4.9567 -9.3813 -2.8569 -0.24
S -4.8039 -7.3588 -1.1716 1.00
O -5.7605 -6.6301 -2.0029 -0.62
O -5.0934 -7.2307 0.2065 -0.64
N -3.0729 -7.2856 -1.3778 -0.50
S -3.0069 -5.7476 -1.8264 1.19
O -3.1115 -5.6218 -3.2681 -0.73
O -3.7544 -4.7598 -1.0348 -0.49
C -1.1108 -5.3669 -1.4448 0.43
F -0.3068 -6.2249 -2.0911 -0.28
F -0.8001 -4.0581 -1.7319 0.05
F -0.9760 -5.4906 -0.1255 -0.22
C 3.2020 -5.5312 2.5653 -0.82
O 3.3648 -5.1518 1.2054 -0.15
C 2.8732 -6.0221 0.1679 -0.78
C 2.5597 -5.1994 -1.1558 0.35
O 3.8894 -4.9282 -1.7498 -0.39
C 3.8859 -4.0796 -2.9368 -0.72
C 3.9453 -2.5342 -2.6081 0.42
O 5.1490 -2.2966 -1.9321 -0.31
C 6.1759 -1.8453 -2.6706 -0.79
H 3.7489 -4.7708 3.1228 0.23
H 3.6071 -6.4949 2.8740 0.28
H 2.1244 -5.4498 2.7074 0.32
H 1.8814 -6.3933 0.4264 0.38
H 3.5606 -6.8475 -0.0175 0.30
H 2.0265 -4.2689 -0.9610 -0.09
H 1.8484 -5.8033 -1.7192 0.25
H 2.9785 -4.2462 -3.5174 0.16
H 4.7178 -4.3219 -3.5981 0.41
H 3.0886 -2.4192 -1.9440 -0.22
H 3.8569 -1.9829 -3.5442 0.38
H 5.9597 -0.8462 -3.0490 0.26
H 6.4608 -2.4477 -3.5332 0.31
H 7.0802 -1.7516 -2.0693 0.26
C -5.2379 5.3386 1.6363 -0.50
O -4.6119 4.4459 2.5634 -0.53
C -3.3402 4.0863 2.1870 0.26
C -2.4118 5.2380 1.7529 -0.15
O -2.3521 6.3173 2.6785 -0.44
C -1.3892 7.2576 2.2055 -0.66
C 0.1209 6.8500 2.2372 -0.56
O 0.2282 6.2075 0.9113 -0.21
C 1.4442 5.7374 0.5004 -0.44
H -4.6958 6.2780 1.7455 0.18
H -6.2975 5.4707 1.8550 0.33
H -5.2164 4.9378 0.6229 0.10
H -3.3081 3.2593 1.4777 0.03
H -2.9647 3.6715 3.1224 -0.03
H -2.7765 5.5828 0.7854 0.32
H -1.3877 4.8653 1.7345 0.32
H -1.5337 8.1554 2.8064 0.46
H -1.5311 7.5814 1.1745 0.32
H 0.3384 6.1492 3.0432 0.31
H 0.8069 7.6953 2.2908 0.44
H 1.9492 5.3163 1.3697 0.31
H 2.1129 6.4885 0.0798 0.33
H 1.2435 4.9674 -0.2446 -0.16
```

Total charge: -3
E_HOMO: -2.98 eV
Multiplicity: 1

---

(5)
Density functional theory data (wB97M-V/def2-TZVPD) for 2 unconnected molecules or ions with the total composition C6H14O in a non-equilibrium geometry.

```
21
Properties=species:S:1:pos:R:3:lowdin_spin:R:1
C -2.5611 0.9420 -1.0231 0.01
C -1.9575 0.0900 0.0846 0.04
C -0.6204 -0.6396 -0.3917 0.06
C 0.6094 0.1321 -0.2930 0.25
C 1.2929 0.5348 -1.4480 0.50
C 1.0601 0.5094 1.0470 0.05
H -2.2531 0.5059 -1.9757 0.00
H -2.3163 1.9964 -0.9720 0.00
H -3.6506 0.9130 -1.0514 0.00
H -1.5667 0.7057 0.8869 0.00
H -2.6315 -0.6626 0.4760 0.00
H -0.5218 -1.5242 0.2424 0.02
H -0.8413 -0.9655 -1.4036 0.00
H 2.1844 1.1471 -1.4638 0.02
H 0.9480 0.1152 -2.3845 0.02
H 0.9470 1.5870 1.2090 0.02
H 0.5213 -0.0194 1.8282 0.00
H 2.0748 0.2083 1.2974 0.01
H 2.7653 -2.5263 1.5624 0.00
H 3.3872 -1.4048 2.3362 0.00
O 3.1299 -1.6444 1.4366 0.00
```

Total charge: +1
Energy relative to the best compared isomer or geometry (same formula, charge and spin): 11.30 kcal per mole
E_HOMO (spin up / spin down): -15.22 / -15.27 eV
Multiplicity: 2

---

(6)
Density functional theory data (wB97M-V/def2-TZVPD) for 2 unconnected molecules or ions with the total composition C15H18 in a non-equilibrium geometry.

```
33
Properties=species:S:1:pos:R:3:mulliken_charge:R:1
C -1.2508 2.8317 1.9037 -1.20
C -1.0970 2.3752 0.4394 -0.45
C 0.3335 2.0015 0.1323 0.42
C 1.1362 2.7832 -0.6782 -0.42
C 2.4550 2.4493 -0.9590 -0.45
C 3.0115 1.3143 -0.4087 -0.63
C 2.1556 0.4603 0.2809 -0.40
C 0.8415 0.7777 0.5730 -0.05
H -0.9436 1.9844 2.5098 0.31
H -2.2979 3.0462 2.1408 0.36
H -0.6279 3.6741 2.1619 0.35
H -1.7294 1.5116 0.2854 -0.07
H -1.3898 3.1956 -0.2149 0.44
H 0.7099 3.6109 -1.2335 0.32
H 3.0524 3.1528 -1.5231 0.36
H 4.0652 1.0737 -0.4604 0.40
H 2.5598 -0.4664 0.6701 0.39
H 0.3615 0.1414 1.3010 0.31
C -1.5695 -2.5838 1.6012 -1.44
C -1.0593 -2.5258 0.1676 0.83
C -1.3594 -1.3669 -0.5710 -0.46
C -0.7501 -1.1599 -1.7851 -0.46
C 0.0368 -2.1701 -2.3543 -0.44
C 0.1953 -3.3680 -1.7037 -0.48
C -0.2541 -3.4968 -0.3785 -0.48
H -2.5214 -2.0678 1.7050 0.36
H -0.7982 -2.1285 2.2267 0.26
H -1.6980 -3.6186 1.9186 0.44
H -2.0666 -0.6688 -0.1410 0.39
H -0.9495 -0.3260 -2.4508 0.37
H 0.5522 -1.9544 -3.2782 0.39
H 0.8174 -4.1518 -2.1048 0.35
H 0.0787 -4.3305 0.2279 0.37
```

Total charge: 0
Energy relative to the best compared isomer or geometry (same formula, charge and spin): 3.73 kcal per mole
E_HOMO: -8.88 eV
SMILES: CCc1ccccc1.Cc1ccccc1
Multiplicity: 1

---

no.,total energy (Eh)
1,-954.57595
2,-1061.72073
3,-2462.62008
4,-11262.66851
5,-311.89383
6,-582.35981